[1]
Formula: C11H40MnN18O11
Source: the OMol25 dataset
Level of theory: the ωB97M-V functional and the def2-TZVPD basis

```
81
Properties=species:S:1:pos:R:3:forces:R:3:mulliken_spin:R:1
Mn -28.734980 25.487564 -6.636246 -1.4 -0.3 -1.4 4.95
O -28.662807 25.013209 -8.624881 -0.9 4.8 1.7 0.01
C -30.009411 24.766472 -8.915648 -2.4 4.9 1.1 -0.01
C -30.888881 24.435579 -7.693232 0.9 -2.2 0.0 -0.10
O -30.703078 25.174598 -6.519321 1.5 0.9 0.1 -0.02
H -30.191701 23.975135 -9.655789 1.9 8.0 -2.5 0.01
H -30.493929 25.633384 -9.390338 0.4 0.3 0.2 -0.02
H -30.591053 23.384171 -7.480250 -0.1 0.5 0.3 0.06
H -31.927151 24.267318 -8.005246 -0.1 0.7 0.1 0.04
C -35.233925 22.245876 -5.678706 0.5 0.4 -0.8 0.00
O -35.137249 23.024976 -4.733338 -0.4 -0.4 0.4 0.00
N -34.843693 22.636698 -6.926950 -0.2 -0.4 -0.2 0.00
N -35.637420 20.952516 -5.606028 -0.3 0.1 0.4 0.00
H -34.537549 23.571522 -7.090472 -0.2 0.2 0.3 0.00
H -34.902759 22.018845 -7.724517 0.1 -0.1 0.1 0.00
H -36.007743 20.632037 -4.730652 0.1 -0.1 0.0 0.00
H -35.622704 20.338140 -6.400468 0.1 0.1 -0.1 0.00
C -36.018153 24.182413 -10.082096 0.8 0.3 -0.4 0.00
O -35.667700 23.386462 -10.934813 -0.4 0.0 0.3 0.00
N -37.257555 24.756732 -10.034161 -0.6 -0.2 -0.4 0.00
N -35.143542 24.654572 -9.139625 -0.2 0.5 0.5 0.00
H -37.890997 24.524798 -10.777968 0.1 -0.2 0.0 0.00
H -37.621312 25.387228 -9.345886 0.4 0.0 0.2 0.00
H -34.212398 24.295272 -9.061740 0.0 -0.1 -0.4 0.00
H -35.419822 25.382033 -8.505491 0.1 0.0 0.0 0.00
C -26.611665 24.799638 -12.640449 -0.3 -1.3 0.8 0.00
O -26.556756 25.040146 -13.821882 0.3 0.6 0.2 0.00
N -25.679938 25.056871 -11.645890 -0.2 0.6 -0.6 0.00
N -27.631440 24.056043 -12.074675 -0.2 0.1 -0.5 0.00
H -25.696086 24.378926 -10.910745 0.5 0.1 0.2 0.00
H -24.862297 25.594928 -11.861430 0.2 -0.2 0.0 0.00
H -27.708993 23.944776 -11.081796 -0.2 0.0 0.0 0.00
H -28.368511 23.737319 -12.675474 0.0 0.0 0.0 0.00
C -33.338185 28.363107 -10.282896 -0.6 -0.2 -0.7 0.00
O -32.749502 28.135170 -11.327945 0.0 0.1 0.2 0.00
N -32.952536 27.870465 -9.071017 -0.2 0.1 0.0 0.00
N -34.516253 29.063683 -10.255241 0.0 0.1 0.5 0.00
H -32.253660 27.153690 -9.059287 0.2 0.1 0.1 0.00
H -33.361014 28.225358 -8.226358 0.2 -0.2 0.2 0.00
H -34.807155 29.627922 -11.030205 0.2 -0.1 -0.2 0.00
H -35.051832 29.125915 -9.409365 0.0 0.1 0.0 0.00
C -28.898664 21.990673 -9.373825 1.5 -0.8 -0.5 0.00
O -28.616764 20.815421 -9.562508 -0.2 -0.2 0.3 0.00
N -30.029104 22.560693 -9.905668 0.6 -4.4 -1.5 0.00
N -28.099406 22.878723 -8.702534 0.6 -4.5 0.1 0.02
H -30.628198 21.947239 -10.427212 -0.3 -0.3 0.2 0.00
H -30.321077 23.305659 -9.293477 -2.2 -6.5 2.4 -0.01
H -28.227432 23.867833 -8.820333 0.6 0.4 -0.2 0.01
H -27.219589 22.548706 -8.351604 0.0 -0.6 -0.2 0.00
C -32.594593 20.673710 -8.320845 0.1 -0.1 0.3 0.00
O -33.789362 20.417553 -8.398703 0.0 0.0 0.0 0.00
N -31.647674 19.994598 -9.013223 0.4 -0.6 -0.7 0.00
N -32.079055 21.675841 -7.527552 -0.2 -0.4 -0.6 0.00
H -30.666100 20.222571 -9.082714 0.0 0.1 0.4 0.00
H -31.897880 19.177509 -9.541035 -0.4 0.1 0.0 0.00
H -31.085019 21.648714 -7.382775 -0.1 -0.2 0.3 0.00
H -32.655994 22.019036 -6.775013 0.1 -0.1 0.0 0.00
C -28.824101 28.077637 -11.179750 0.2 1.3 1.2 0.00
O -28.574612 29.204840 -11.584547 -0.2 -0.6 -0.4 0.00
N -29.991797 27.413613 -11.356133 0.4 0.0 -0.4 0.00
N -27.961197 27.450778 -10.304837 0.6 -1.1 0.8 0.00
H -30.802849 27.884281 -11.732650 0.0 -0.2 0.1 0.00
H -30.068770 26.518574 -10.920454 -0.3 -0.1 -0.3 0.00
H -27.087061 27.854700 -10.027833 0.0 0.6 -0.6 0.00
H -28.162266 26.621927 -9.752150 -0.4 0.1 -0.7 0.02
C -31.407073 22.291926 -4.039142 -0.7 0.9 -0.5 0.00
O -31.760682 21.277943 -3.481121 0.3 -0.3 0.2 0.00
N -30.121452 22.770167 -4.021755 1.0 -0.5 0.5 0.00
N -32.269688 23.103788 -4.726855 -0.1 -0.9 0.2 0.00
H -29.822277 23.552437 -4.561178 -0.3 0.2 -0.3 0.02
H -29.410562 22.166106 -3.648669 -0.1 -0.1 0.0 0.00
H -33.245631 22.850967 -4.585333 0.0 0.7 -0.1 0.00
H -31.975246 23.950135 -5.186047 -0.1 0.1 0.2 0.00
C -32.111755 27.978397 -3.889403 -0.3 0.6 -0.5 0.00
O -32.837560 28.574770 -4.670688 -0.1 -0.4 0.1 0.00
N -31.145377 27.113956 -4.319205 0.6 -0.2 0.2 0.01
N -32.207580 28.166359 -2.543004 0.1 0.1 0.2 0.00
H -30.409517 26.806178 -3.710724 -0.2 -0.2 0.2 0.00
H -31.122640 26.820791 -5.281079 -0.3 0.1 -0.1 0.01
H -33.056012 28.593896 -2.220406 0.1 0.2 0.0 0.00
H -31.625257 27.712928 -1.864693 -0.1 -0.2 -0.1 0.00
```
Forces are in eV/Å.

The value obtained for the energy above the lowest of the compared OMol25 structures with the same formula, charge and spin is 7.826 eV. Its spin multiplicity is 6. The HOMO energy (alpha / beta) comes out at -9.34 / -9.34 eV. The lowest unoccupied orbital energy (alpha / beta) comes out at -3.57 / -3.76 eV.

***

[2]
Formula: C11H40N14O13S
Source: the OMol25 dataset
Level of theory: the ωB97M-V functional and the def2-TZVPD basis

```
79
Properties=species:S:1:pos:R:3:forces:R:3:mulliken_charge:R:1
S 4.171540 -2.712760 -34.601284 0.1 1.5 0.6 0.86
O 3.772124 -4.103819 -34.483203 -0.5 -2.7 -0.5 -0.63
O 3.941340 -2.128449 -35.920977 -0.5 0.2 -1.6 -0.74
O 3.324571 -1.984021 -33.628328 -0.6 1.1 1.0 -0.65
O 5.605963 -2.571923 -34.298651 1.2 0.1 0.6 -0.70
C 8.706496 -6.167101 -34.367443 5.1 0.6 1.8 0.63
O 9.611147 -7.037610 -34.399667 -1.6 0.7 -0.1 -0.75
N 7.503223 -6.250571 -34.780922 -4.2 -3.2 -2.2 -0.32
N 8.880645 -4.951916 -33.824936 1.1 1.5 0.7 -0.35
H 7.275920 -7.232840 -34.840860 -0.9 0.3 -0.6 0.19
H 6.782369 -5.545900 -34.718520 0.1 -0.1 0.1 0.22
H 8.093464 -4.324986 -33.910959 0.5 0.5 0.4 0.18
H 9.791004 -4.656289 -33.502496 -0.4 0.0 -0.2 0.18
C 7.171640 1.044541 -31.328552 1.3 0.1 -0.3 0.64
O 7.725538 1.492177 -30.340317 -0.1 1.1 0.3 -0.69
N 7.205951 1.509727 -32.590425 0.9 2.0 -1.2 -0.33
N 6.533333 -0.097693 -31.360121 -2.0 -3.2 1.2 -0.29
H 6.842609 0.930971 -33.334154 0.1 0.6 0.0 0.15
H 7.777275 2.318442 -32.789579 -0.1 -0.4 -0.2 0.19
H 6.046454 -0.380149 -30.521506 0.3 -0.4 -0.3 0.19
H 6.345893 -0.562206 -32.237161 -0.5 -0.2 0.4 0.14
C 2.333015 2.110816 -35.163452 -2.4 2.3 -1.4 0.61
O 1.912675 3.259889 -35.166525 -0.4 1.2 -0.5 -0.77
N 3.044902 1.653354 -34.208959 2.8 -1.5 3.6 -0.26
N 2.024355 1.201382 -36.066306 -0.7 -1.6 -2.3 -0.30
H 3.140260 2.289265 -33.430089 0.3 -0.6 0.0 0.20
H 3.107991 0.647562 -34.141997 0.5 -0.1 0.8 0.13
H 1.348921 1.412703 -36.786876 0.4 -0.1 0.2 0.15
H 2.456314 0.291391 -35.992683 -0.2 -0.2 -0.4 0.20
C -1.001642 -2.953432 -33.651603 -4.5 0.6 0.2 0.71
O -2.208335 -3.035899 -33.564607 -2.9 -0.2 0.0 -0.78
N -0.420844 -1.830379 -33.858777 2.6 4.1 -0.7 -0.33
N -0.261896 -3.969187 -33.536476 4.3 -4.6 0.5 -0.29
H 0.586343 -1.812588 -33.785601 0.1 0.7 -0.3 0.17
H -0.979118 -1.021336 -34.090937 0.4 -0.3 0.2 0.15
H 0.728995 -3.815078 -33.656840 0.2 -0.8 0.0 0.17
H -0.661466 -4.891611 -33.438525 0.2 0.4 0.0 0.18
C 2.005737 -7.081080 -37.666895 -0.3 -2.5 -1.5 0.71
O 1.579536 -7.814335 -38.537254 -0.5 -1.2 -0.7 -0.73
N 2.055479 -5.806043 -37.761508 -0.5 5.7 -1.0 -0.23
N 2.577189 -7.421579 -36.534408 1.2 -1.7 3.1 -0.31
H 1.822265 -5.324853 -38.618341 0.0 -0.2 0.4 0.10
H 2.286036 -5.273136 -36.935097 0.0 0.6 -0.5 0.12
H 2.633196 -8.368845 -36.188506 -0.1 0.4 -0.2 0.17
H 2.917103 -6.629768 -36.007539 0.3 -0.8 0.6 0.16
C 7.953696 0.338408 -37.165484 0.5 0.2 0.3 0.60
O 8.633618 1.013187 -37.887573 2.1 1.2 -1.3 -0.70
N 8.404534 -0.640961 -36.367209 1.5 -1.2 0.5 -0.37
N 6.670881 0.542833 -37.026923 -3.6 0.0 0.5 -0.30
H 9.411532 -0.697728 -36.313995 -0.4 -0.3 0.1 0.19
H 7.816105 -1.074021 -35.669856 0.2 0.0 0.0 0.22
H 6.150282 -0.274206 -36.741391 -0.8 0.4 0.2 0.19
H 6.208373 1.340804 -37.438556 0.2 -0.5 -0.2 0.17
C 3.357561 -6.017282 -30.443027 0.1 1.7 2.0 0.61
O 3.523670 -6.662789 -29.431527 -0.2 -0.6 1.8 -0.73
N 3.502872 -6.524478 -31.610293 0.4 -2.6 -4.6 -0.32
N 3.062849 -4.706471 -30.496039 -0.5 1.7 1.1 -0.33
H 3.453597 -5.962385 -32.447977 0.0 -0.1 -0.1 0.20
H 3.535998 -7.532174 -31.669857 0.2 0.4 -0.1 0.18
H 3.017846 -4.207764 -29.618897 0.1 -0.1 -0.4 0.17
H 3.004393 -4.178462 -31.355038 0.1 0.0 0.1 0.20
C -0.225189 1.493190 -29.183576 -0.1 0.0 -0.1 -1.23
C 0.446580 0.766990 -30.361544 0.2 0.5 0.2 0.01
O 1.863152 0.591887 -30.225692 -0.6 0.0 0.5 -0.54
H 0.006685 2.544595 -29.013566 0.5 0.0 -0.4 0.32
H -0.097010 1.003876 -28.218038 0.3 -0.3 -0.1 0.31
H -1.299053 1.489455 -29.370355 -0.1 -0.1 -0.1 0.35
H 0.317379 1.309342 -31.298163 -0.5 0.3 0.0 0.24
H -0.060088 -0.190747 -30.480418 0.1 -0.2 0.0 0.23
H 2.126188 0.174046 -31.048999 0.4 -0.2 -0.1 0.30
C 1.249308 -0.588041 -41.925109 0.1 1.0 -1.8 -1.27
C 1.382519 -1.228393 -40.591741 -0.2 -0.7 -0.2 0.04
O 2.624282 -0.900956 -40.052404 0.5 0.7 0.5 -0.49
H 1.411688 0.487086 -42.001444 0.0 0.3 0.9 0.33
H 0.293481 -0.698770 -42.437209 -0.2 -0.5 0.3 0.36
H 2.011684 -0.934421 -42.622893 0.1 -0.5 0.1 0.30
H 1.395774 -2.308060 -40.740831 -0.5 -0.3 -0.1 0.15
H 0.559504 -0.990121 -39.917974 -0.1 0.2 0.0 0.31
H 2.601722 -1.168998 -39.130862 0.4 0.0 0.2 0.27
```
Forces are in eV/Å.

The value obtained for the energy above the lowest of the compared OMol25 structures with the same formula, charge and spin is 0.000 eV. The HOMO energy comes out at -3.30 eV. The lowest unoccupied orbital energy comes out at 3.90 eV. The charge is -2.

***

What is the energy above the lowest of the compared OMol25 structures with the same formula, charge and spin in the first record? 7.826 eV